Entry from OMol25: one molecule with the formula C4H8O2 (ωB97M-V with the def2-TZVPD basis set).

Geometry as XYZ:
```
14
C4H8O2 | OMol25 | ωB97M-V with the def2-TZVPD basis set
C -0.47294 0.83462 0.68578
H -0.27035 -1.80465 -0.54479
O 0.62468 -1.79315 -0.92204
H 2.27548 -0.66015 -0.86525
H 0.16906 0.71404 -1.38712
H 1.35089 1.41594 -0.28632
H -2.69452 0.83647 0.42946
C 0.60919 0.61481 -0.38796
O -1.92871 -0.96374 0.01223
C 1.32758 -0.73677 -0.32235
C -1.79694 0.19222 0.35380
H -0.13623 0.40458 1.64126
H 1.57873 -0.95728 0.73130
H -0.63593 1.90306 0.86200
```

The calculation puts the max |F| at 0.5 eV Å⁻¹. Its SMILES is O=CCCCO. The LUMO energy comes out at 0.669 eV. As for the energy above the lowest of the compared OMol25 structures with the same formula, charge and spin: 27.2 kcal per mole. Its charge is 0.

Per-atom Löwdin charges, elementary charge units: atom 1 (C): -0.1579, atom 2 (H): 0.0512, atom 3 (O): -0.0694, atom 4 (H): 0.1156, atom 5 (H): 0.1225, atom 6 (H): 0.1114, atom 7 (H): 0.1229, atom 8 (C): -0.1781, atom 9 (O): 0.0456, atom 10 (C): -0.2861, atom 11 (C): -0.2293, atom 12 (H): 0.1267, atom 13 (H): 0.1173, atom 14 (H): 0.1077